Entry 1:
92
Properties=species:S:1:pos:R:3:mulliken_charge:R:1 method="wB97M-V/def2-TZVPD" charge=+2 lumo_ev=-5.76 e_tot_ev=-194094.6237 homo_lumo_gap_ha=0.3011 e_homo_ev=-13.955 multiplicity=1 e_above_lowest_kj_mol=0.2
Au 0.1404 1.1196 0.8915 0.073
C 2.8934 -2.3423 -0.7862 -0.951
N 1.8322 -1.5931 -0.0527 0.323
P 1.8972 0.1466 -0.2036 0.631
C 3.5962 0.5531 0.1526 0.365
C 4.5219 0.8095 -0.8586 -0.032
C 5.8387 1.0844 -0.5218 -0.764
C 6.2274 1.1122 0.8107 -0.539
C 5.3052 0.8573 1.8193 -0.761
C 3.9880 0.5854 1.4938 -0.477
C 1.5603 0.5376 -1.9338 0.935
C 1.7816 1.8524 -2.3522 -0.639
C 1.4447 2.2298 -3.6410 -0.755
C 0.8444 1.3162 -4.4990 -0.619
C 0.5810 0.0246 -4.0703 -1.109
C 0.9343 -0.3664 -2.7863 0.230
P 0.4076 -2.3279 0.3830 1.080
C 0.7275 -4.0733 0.2017 0.253
C 0.7721 -4.6277 -1.0776 0.074
C 1.0667 -5.9698 -1.2371 -0.886
C 1.3026 -6.7616 -0.1193 -0.872
C 1.2370 -6.2157 1.1543 -0.800
C 0.9395 -4.8728 1.3255 -0.549
C 0.2131 -1.9734 2.1354 0.223
C 1.3669 -1.9753 2.9287 -0.890
C 1.2602 -1.8131 4.2988 -0.930
C 0.0107 -1.6597 4.8884 -0.863
C -1.1351 -1.6650 4.1069 -0.975
C -1.0372 -1.8129 2.7302 -0.398
H 3.8090 -1.7609 -0.7164 0.536
H 2.6501 -2.4889 -1.8373 0.338
H 3.0529 -3.3069 -0.3170 0.352
H 4.2249 0.7864 -1.8989 0.475
H 6.5615 1.2787 -1.3029 0.455
H 7.2529 1.3436 1.0668 0.420
H 5.6114 0.8843 2.8566 0.447
H 3.2576 0.4059 2.2761 0.435
H 2.2240 2.5742 -1.6738 0.546
H 1.6459 3.2387 -3.9760 0.446
H 0.5683 1.6182 -5.5007 0.434
H 0.0941 -0.6797 -4.7321 0.525
H 0.7175 -1.3765 -2.4619 0.242
H 0.5752 -4.0168 -1.9448 0.547
H 1.1111 -6.3986 -2.2297 0.548
H 1.5246 -7.8135 -0.2425 0.427
H 1.4103 -6.8368 2.0228 0.486
H 0.8683 -4.4627 2.3231 0.406
H 2.3399 -2.1273 2.4772 0.679
H 2.1508 -1.8292 4.9130 0.505
H -0.0675 -1.5368 5.9608 0.455
H -2.1077 -1.5574 4.5698 0.603
H -1.9289 -1.7945 2.1222 0.548
I 0.5726 4.4835 1.5260 0.129
C -1.4841 4.2639 1.1312 -0.967
I -2.1963 2.2870 1.5017 0.222
H -1.6694 4.4757 0.0862 0.445
H -2.0489 4.9270 1.7757 0.432
F -5.4641 -2.3615 -2.7809 -0.255
C -5.4978 -1.3886 -1.8735 0.004
C -4.6393 -1.4170 -0.7831 -0.687
C -4.6908 -0.3497 0.0976 0.861
F -3.8599 -0.3426 1.1624 -0.119
C -5.5642 0.7010 -0.0604 0.055
F -5.5792 1.7152 0.8004 -0.297
C -6.4313 0.6894 -1.1441 0.628
F -7.2764 1.6851 -1.3131 -0.273
C -6.3993 -0.3532 -2.0567 0.028
F -7.2185 -0.3459 -3.0934 -0.264
Ge -3.3831 -2.8317 -0.4389 0.808
S -1.4063 -1.6346 -0.4559 0.158
C -3.7351 -3.6463 1.2945 -0.185
C -4.8297 -3.3710 2.1045 0.295
F -5.7504 -2.4829 1.7238 -0.297
C -5.0081 -3.9932 3.3273 0.370
F -6.0569 -3.7085 4.0829 -0.292
C -4.0714 -4.9160 3.7694 0.629
F -4.2250 -5.5022 4.9400 -0.291
C -2.9723 -5.2195 2.9826 0.302
F -2.0616 -6.0909 3.4014 -0.308
C -2.8421 -4.5896 1.7630 0.458
F -1.7890 -4.9008 0.9924 -0.362
C -3.4296 -4.2791 -1.7265 0.429
C -2.4541 -4.6196 -2.6430 -0.760
F -1.3670 -3.8520 -2.7980 -0.283
C -2.5435 -5.7563 -3.4233 -0.041
F -1.5643 -6.0702 -4.2653 -0.338
C -3.6484 -6.5820 -3.3035 0.749
F -3.7284 -7.6821 -4.0243 -0.271
C -4.6605 -6.2610 -2.4112 0.213
F -5.7116 -7.0532 -2.2852 -0.269
C -4.5296 -5.1232 -1.6406 0.449
F -5.4936 -4.8386 -0.7534 -0.338

Entry 2:
87
Properties=species:S:1:pos:R:3:mulliken_charge:R:1 method="wB97M-V/def2-TZVPD" lumo_ev=-1.08 e_tot_ev=-117813.3054 smiles="O=S(=O)(P(S)S)C(F)(F)C(F)(F)F.O=C1c2ccccc2C(=O)c2ccccc21.O=C1c2ccccc2C(=O)c2ccccc21.O=C1c2ccccc2C(=O)c2ccccc21" homo_lumo_gap_ha=0.3110 e_homo_ev=-9.544 multiplicity=1 e_above_lowest_kj_mol=0.0
O 1.2518 1.3866 0.1585 -0.718
S 1.5674 0.3813 -0.8256 1.104
O 2.2166 -0.8361 -0.4148 -0.611
P 2.6787 1.1920 -2.5822 0.276
S 3.3763 2.9298 -1.6610 -0.225
S 4.4226 0.0294 -2.4693 -0.240
C -0.0971 -0.2117 -1.4301 0.459
F -0.7196 -0.6140 -0.3155 -0.257
F 0.0942 -1.2708 -2.2235 -0.262
C -0.9989 0.8572 -2.1386 0.802
F -0.2594 1.8595 -2.6423 -0.204
F -1.8714 1.3669 -1.2937 -0.243
F -1.6640 0.2868 -3.1458 -0.263
H 2.8321 2.7352 -0.4478 0.229
H 3.8533 -1.1096 -2.8907 0.173
O 0.2844 -6.1717 -0.4174 -0.671
C -0.8078 -6.1344 0.1083 0.593
C -1.1907 -7.1162 1.1632 0.155
C -0.2643 -8.0718 1.5619 -0.585
C -0.5889 -8.9739 2.5603 -0.485
C -1.8400 -8.9257 3.1658 -0.493
C -2.7711 -7.9834 2.7645 -0.560
C -2.4523 -7.0781 1.7602 0.211
C -3.4768 -6.0813 1.3343 0.643
O -4.5885 -6.0793 1.8176 -0.660
C -3.0854 -5.0830 0.2973 0.230
C -4.0061 -4.1166 -0.0881 -0.664
C -3.6526 -3.1617 -1.0261 -0.646
C -2.3796 -3.1721 -1.5859 -0.460
C -1.4628 -4.1401 -1.2156 -0.762
C -1.8114 -5.0992 -0.2738 0.263
H 0.7062 -8.0955 1.0858 0.486
H 0.1347 -9.7156 2.8719 0.405
H -2.0877 -9.6261 3.9525 0.401
H -3.7488 -7.9380 3.2238 0.476
H -4.9904 -4.1185 0.3594 0.479
H -4.3667 -2.4026 -1.3180 0.428
H -2.1067 -2.4200 -2.3125 0.623
H -0.4696 -4.1573 -1.6433 0.540
O 1.0277 7.1636 -8.2754 -0.663
C 1.0844 6.8506 -7.1058 0.589
C 1.3741 7.8624 -6.0488 0.153
C 1.5572 9.1887 -6.4191 -0.563
C 1.7983 10.1489 -5.4516 -0.480
C 1.8566 9.7895 -4.1093 -0.485
C 1.6862 8.4677 -3.7353 -0.509
C 1.4485 7.4991 -4.7025 0.177
C 1.2832 6.0796 -4.2782 0.424
O 1.3932 5.7544 -3.1153 -0.663
C 0.9725 5.0713 -5.3326 -0.160
C 0.7801 3.7468 -4.9604 -0.068
C 0.4655 2.7979 -5.9171 -0.438
C 0.3403 3.1678 -7.2521 -0.691
C 0.5411 4.4843 -7.6305 -0.669
C 0.8608 5.4402 -6.6742 0.362
H 1.5054 9.4555 -7.4657 0.475
H 1.9384 11.1819 -5.7415 0.400
H 2.0365 10.5437 -3.3546 0.400
H 1.7338 8.1742 -2.6957 0.488
H 0.8827 3.4749 -3.9217 0.648
H 0.3150 1.7663 -5.6242 0.435
H 0.0876 2.4258 -7.9981 0.396
H 0.4512 4.7840 -8.6656 0.486
O 0.0906 1.6385 4.7782 -0.662
C 0.1783 0.5477 5.3005 0.520
C 0.8570 -0.5885 4.6154 0.334
C 1.4171 -0.3804 3.3609 -0.867
C 2.0778 -1.4131 2.7168 -0.309
C 2.1791 -2.6591 3.3285 -0.734
C 1.6124 -2.8776 4.5725 -0.614
C 0.9460 -1.8450 5.2205 0.269
C 0.3296 -2.1060 6.5511 0.655
O 0.3633 -3.2081 7.0566 -0.668
C -0.3307 -0.9627 7.2472 0.148
C -0.8843 -1.1686 8.5048 -0.565
C -1.4807 -0.1164 9.1777 -0.474
C -1.5267 1.1471 8.5979 -0.477
C -0.9849 1.3554 7.3413 -0.537
C -0.3881 0.3020 6.6599 0.190
H 1.3287 0.5931 2.8963 0.640
H 2.5092 -1.2571 1.7375 0.452
H 2.7000 -3.4644 2.8266 0.451
H 1.6801 -3.8443 5.0524 0.496
H -0.8389 -2.1552 8.9448 0.471
H -1.9098 -0.2780 10.1580 0.397
H -1.9879 1.9696 9.1287 0.400
H -1.0174 2.3315 6.8773 0.474

Entry 3:
86
Properties=species:S:1:pos:R:3:mulliken_charge:R:1 method="wB97M-V/def2-TZVPD" charge=-1 lumo_ev=0.05 e_tot_ev=-100974.5668 homo_lumo_gap_ha=0.1572 e_homo_ev=-4.231 multiplicity=1
O 2.6961 -5.0889 2.9441 -0.498
P 4.2237 -4.4194 2.7922 0.195
Cl 4.1296 -3.0619 1.1471 -0.349
In 4.4235 -2.9547 4.9131 0.524
C 6.1890 -3.8877 6.0405 0.169
F 6.6840 -2.9829 6.9239 -0.297
F 7.1757 -4.3002 5.2181 -0.258
C 5.7956 -5.0752 6.8793 0.704
F 6.7869 -5.5358 7.6262 -0.296
F 4.8629 -4.7321 7.7173 -0.261
F 5.3523 -6.0436 6.1729 -0.248
H 2.0678 -4.4063 3.2217 0.308
H 2.9788 -3.0567 5.9308 -0.346
H 4.8543 -1.2822 4.5247 -0.342
C 1.0812 2.9715 1.8017 -0.505
C 0.8691 4.3474 1.8218 -0.593
C 1.4863 5.1320 2.7813 -0.612
C 2.3116 4.5432 3.7328 0.314
C 2.5053 3.1604 3.7231 0.203
C 1.8959 2.3801 2.7508 -0.765
C 3.3502 2.4963 4.7556 0.429
O 3.5184 1.2993 4.7421 -0.565
C 3.9743 3.3478 5.8075 0.132
C 4.7249 2.7433 6.8069 -0.663
C 5.3216 3.5199 7.7845 -0.484
C 5.1772 4.9044 7.7636 -0.443
C 4.4264 5.5106 6.7718 -0.584
C 3.8154 4.7354 5.7939 0.287
C 2.9854 5.3995 4.7489 0.575
O 2.8591 6.6085 4.7282 -0.703
H 0.6026 2.3589 1.0467 0.606
H 0.2215 4.8055 1.0850 0.448
H 1.3290 6.2019 2.7968 0.465
H 2.0611 1.3108 2.7419 0.599
H 4.8379 1.6669 6.8157 0.590
H 5.9034 3.0476 8.5653 0.404
H 5.6506 5.5095 8.5261 0.389
H 4.3094 6.5856 6.7543 0.462
C -3.7286 2.3804 2.9469 -0.676
C -5.1101 2.5148 2.8535 -0.397
C -5.7402 2.3919 1.6270 -0.684
C -4.9911 2.1437 0.4845 0.418
C -3.6017 2.0287 0.5759 0.142
C -2.9759 2.1385 1.8113 -0.455
C -2.7740 1.8062 -0.6415 0.437
O -1.5679 1.6978 -0.5655 -0.651
C -3.4630 1.7216 -1.9575 0.224
C -2.7032 1.5612 -3.1077 -0.589
C -3.3241 1.4551 -4.3388 -0.288
C -4.7121 1.5044 -4.4253 -0.586
C -5.4756 1.6748 -3.2825 -0.577
C -4.8549 1.7901 -2.0450 0.104
C -5.6861 1.9951 -0.8257 0.596
O -6.8976 2.0411 -0.8971 -0.676
H -3.2390 2.4682 3.9078 0.432
H -5.6954 2.7139 3.7417 0.392
H -6.8145 2.4900 1.5523 0.471
H -1.9012 2.0377 1.8806 0.596
H -1.6252 1.5165 -3.0359 0.505
H -2.7278 1.3254 -5.2323 0.397
H -5.1975 1.4113 -5.3882 0.406
H -6.5542 1.7170 -3.3465 0.469
C 0.7472 -3.4875 -4.2540 -0.596
C 0.7585 -4.8346 -4.6005 -0.492
C -0.0295 -5.2917 -5.6432 -0.609
C -0.8419 -4.4060 -6.3389 0.323
C -0.8680 -3.0560 -5.9781 0.261
C -0.0640 -2.6007 -4.9407 -0.579
C -1.7627 -2.0960 -6.6788 0.475
O -1.7822 -0.9220 -6.3684 -0.652
C -2.6424 -2.6132 -7.7646 0.259
C -3.5247 -1.7462 -8.3960 -0.513
C -4.3389 -2.2087 -9.4146 -0.537
C -4.2700 -3.5398 -9.8134 -0.465
C -3.3959 -4.4092 -9.1848 -0.594
C -2.5853 -3.9525 -8.1539 0.231
C -1.6720 -4.9105 -7.4666 0.527
O -1.6139 -6.0710 -7.8177 -0.668
H 1.3691 -3.1323 -3.4429 0.467
H 1.3849 -5.5273 -4.0545 0.418
H -0.0191 -6.3375 -5.9173 0.469
H -0.0790 -1.5541 -4.6699 0.505
H -3.5728 -0.7113 -8.0860 0.505
H -5.0289 -1.5324 -9.9022 0.404
H -4.9032 -3.8984 -10.6145 0.390
H -3.3422 -5.4454 -9.4889 0.470

Entry 4:
89
Properties=species:S:1:pos:R:3:mulliken_charge:R:1 method="wB97M-V/def2-TZVPD" charge=-1 lumo_ev=1.86 e_tot_ev=-202171.6794 homo_lumo_gap_ha=0.2427 e_homo_ev=-4.743 multiplicity=1 e_above_lowest_kj_mol=46.2
Mo -0.3697 0.6877 0.4922 -1.676
O 3.7531 -0.6693 0.7704 -0.744
C 2.8366 0.1006 0.5106 -0.312
O 1.6125 -0.2666 0.3653 1.061
C 3.1522 1.5634 0.3333 0.432
C 4.4493 1.9143 0.0362 -0.706
C 4.7977 3.2538 -0.0904 -0.524
C 3.8891 4.2669 0.1528 -0.566
C 2.6018 3.9152 0.4904 -0.624
C 2.1532 2.5561 0.5141 1.170
O 0.8999 2.2805 0.6426 -0.694
N 1.6966 5.0086 0.8391 1.052
O 1.8766 6.0830 0.2874 -0.652
O 0.8212 4.7971 1.6491 -0.565
N 6.1600 3.6046 -0.4562 1.062
O 6.4761 4.7830 -0.4465 -0.671
O 6.9182 2.7015 -0.7662 -0.641
H 5.1783 1.1288 -0.0935 0.607
H 4.1742 5.3053 0.0933 0.608
N 0.1174 -0.0043 2.4921 0.072
C -0.5601 -1.2242 2.8600 0.592
C 0.0204 -2.1080 3.7585 -0.281
C -0.6452 -3.2745 4.0971 -0.690
C -1.8905 -3.5399 3.5455 -0.836
C -2.4529 -2.6516 2.6438 -0.830
C -1.7852 -1.4871 2.2617 0.191
C -2.3998 -0.6234 1.2013 2.434
C -3.7476 -0.2158 1.4805 -1.629
C -4.6688 -0.0903 0.4892 -1.001
C -4.2993 -0.2994 -0.8685 -1.172
C -3.0092 -0.5715 -1.1908 -0.304
C -2.0224 -0.7526 -0.1698 -0.694
H 1.1239 -0.1587 2.4961 0.141
H -0.1101 0.7379 3.1494 0.367
H 0.9959 -1.8866 4.1745 0.437
H -0.1904 -3.9738 4.7868 0.421
H -2.4165 -4.4500 3.8037 0.404
H -3.4100 -2.8702 2.1857 0.476
H -4.0432 -0.0903 2.5155 0.536
H -5.6938 0.1605 0.7316 0.499
H -5.0464 -0.2123 -1.6478 0.555
H -2.7079 -0.7062 -2.2230 0.555
F -7.5171 3.1271 -1.4301 -0.336
C -6.2141 3.0353 -1.1482 0.767
C -5.2939 2.8081 -2.1577 0.088
F -5.7156 2.6745 -3.4205 -0.337
C -3.9494 2.7095 -1.8471 0.357
F -3.1072 2.4721 -2.8555 -0.393
C -3.4756 2.8246 -0.5469 -0.183
Se -1.6086 2.8715 -0.1567 -0.061
C -4.4228 3.0549 0.4387 0.453
F -4.0550 3.1656 1.7170 -0.387
C -5.7733 3.1614 0.1561 0.089
F -6.6612 3.3604 1.1382 -0.345
C -0.6179 -0.9436 -0.3932 1.177
Ge 0.4550 -1.8854 -1.6881 3.963
C 1.7914 -0.6991 -2.4668 -0.117
C 3.1522 -0.9779 -2.3949 -0.346
C 4.0897 -0.0607 -2.8497 -0.822
C 3.6777 1.1545 -3.3756 -0.439
C 2.3230 1.4507 -3.4456 -1.106
C 1.3897 0.5279 -2.9943 -0.214
C -0.7629 -2.4987 -3.1097 -0.611
C -1.7092 -3.4813 -2.8170 -0.352
C -2.5862 -3.9455 -3.7845 -0.763
C -2.5280 -3.4340 -5.0737 -0.509
C -1.5885 -2.4637 -5.3856 -0.710
C -0.7120 -2.0029 -4.4104 -0.159
C 1.2139 -3.4902 -0.8720 -0.692
C 1.9291 -4.4284 -1.6133 -0.527
C 2.4199 -5.5830 -1.0215 -0.783
C 2.1911 -5.8209 0.3259 -0.497
C 1.4745 -4.8997 1.0752 -0.744
C 0.9929 -3.7431 0.4781 0.232
H 3.4942 -1.8990 -1.9362 0.272
H 5.1460 -0.2847 -2.7643 0.385
H 4.4109 1.8781 -3.7106 0.444
H 1.9925 2.4063 -3.8339 0.416
H 0.3361 0.7918 -3.0219 0.559
H -1.7658 -3.8887 -1.8119 0.347
H -3.3164 -4.7057 -3.5347 0.395
H -3.2114 -3.7938 -5.8331 0.378
H -1.5346 -2.0621 -6.3902 0.397
H 0.0197 -1.2470 -4.6718 0.268
H 2.1085 -4.2606 -2.6708 0.415
H 2.9806 -6.2979 -1.6114 0.385
H 2.5725 -6.7221 0.7906 0.381
H 1.2924 -5.0746 2.1288 0.434
H 0.4487 -3.0212 1.0728 -0.029

Entry 5:
81
Properties=species:S:1:pos:R:3:mulliken_charge:R:1 method="wB97M-V/def2-TZVPD" charge=+1 lumo_ev="-5.67 / -5.67" e_tot_ev=-63143.8084 homo_lumo_gap_ha="0.1596 / 0.1610" e_homo_ev="-10.011 / -10.052" multiplicity=1 e_above_lowest_kj_mol=133.7
Pd -0.0125 -0.2630 -0.0128 0.676
C 5.9227 3.8549 -0.5547 -0.374
C 4.6031 4.1486 -0.8596 -0.966
C 3.6912 3.1306 -1.0332 -0.176
C 4.0819 1.7811 -0.9605 0.314
C 5.4395 1.5088 -0.7458 -0.183
C 6.3394 2.5313 -0.5184 -0.898
C 3.0039 0.8052 -0.9911 1.230
C 1.8699 1.1468 -1.7974 -0.450
C 1.9027 1.8526 -3.0500 -1.172
C 0.6220 1.9253 -3.5091 -1.115
C -0.2164 1.3069 -2.5162 -0.064
C -1.6279 1.2571 -2.4767 1.598
C -2.3809 1.6849 -3.6656 -0.189
C -2.2832 2.9723 -4.1891 -0.321
C -3.0286 3.3316 -5.2976 -0.865
C -3.8588 2.4063 -5.9131 -0.390
C -3.9572 1.1239 -5.3965 -0.874
C -3.2348 0.7639 -4.2743 -0.042
C -2.3790 0.8750 -1.3407 -0.216
N -1.8739 0.3636 -0.1900 0.586
C -2.8267 0.4013 0.7810 0.369
C -2.5285 -0.0223 2.1143 1.086
C -2.9799 0.6422 3.3174 0.644
C -4.1745 1.3656 3.4437 -0.233
C -4.4476 2.0757 4.5948 -0.979
C -3.5400 2.0982 5.6457 -0.327
C -2.3591 1.3778 5.5485 -1.263
C -2.0809 0.6625 4.4040 0.003
C -1.6313 -1.1278 2.2850 -0.638
C -1.6431 -2.0959 3.3360 -0.844
C -0.6640 -3.0126 3.0514 -1.165
C -0.0529 -2.6049 1.8296 -0.072
N -0.6732 -1.4880 1.3903 0.227
C 1.0843 -3.1597 1.1274 1.366
C 2.0763 -2.2115 0.6629 -0.422
C 3.4970 -2.3238 0.8083 -1.600
C 4.0497 -1.1871 0.2906 -1.012
C 2.9775 -0.3846 -0.2190 0.458
N 1.8028 -1.0489 0.0486 0.177
C 1.2032 -4.5513 0.8385 1.071
C 0.2579 -5.5035 1.2850 -0.362
C 0.2707 -6.7953 0.8114 -1.036
C 1.2229 -7.2023 -0.1144 -0.361
C 2.1807 -6.2940 -0.5506 -0.989
C 2.1737 -4.9981 -0.0882 -0.398
C -4.0420 0.8804 0.1848 -1.282
C -3.7777 1.1441 -1.1250 -1.141
N 0.5887 0.8032 -1.5435 0.493
H 6.6200 4.6551 -0.3540 0.416
H 4.2770 5.1748 -0.9399 0.407
H 2.6474 3.3660 -1.1703 0.493
H 5.8047 0.4994 -0.7986 0.454
H 7.3739 2.3012 -0.3074 0.412
H 2.7936 2.2047 -3.5325 0.694
H 0.2844 2.3522 -4.4324 0.694
H -1.6483 3.6995 -3.7015 0.572
H -2.9645 4.3402 -5.6789 0.393
H -4.4356 2.6801 -6.7848 0.416
H -4.6030 0.3977 -5.8648 0.407
H -3.3052 -0.2415 -3.8836 0.496
H -4.8966 1.3534 2.6465 0.260
H -5.3738 2.6196 4.6856 0.426
H -3.7457 2.6774 6.5325 0.420
H -1.6498 1.3868 6.3600 0.413
H -1.1231 0.1737 4.3103 0.481
H -2.3219 -2.1055 4.1636 0.722
H -0.3716 -3.8481 3.6542 0.740
H 4.0095 -3.1317 1.2893 0.761
H 5.0951 -0.9623 0.2664 0.388
H -0.4982 -5.2199 1.9970 0.415
H -0.4845 -7.4894 1.1479 0.420
H 1.2064 -8.2042 -0.5129 0.416
H 2.9178 -6.5934 -1.2802 0.412
H 2.8963 -4.2938 -0.4719 0.411
H -4.9997 0.9458 0.6593 0.589
H -4.4624 1.5061 -1.8660 0.608
O 0.5033 2.2759 3.1530 -0.734
N 0.6021 1.4548 2.2852 1.136
O 1.0628 0.3315 2.4523 -0.548
O 0.2021 1.7467 1.1108 -0.466